(1)
{"formula": "C4H7NO2", "method": "the ωB97M-V functional and the def2-TZVPD basis", "symbols": ["O", "C", "C", "C", "O", "C", "N", "H", "H", "H", "H", "H", "H", "H"], "coordinates": [[2.17744, 0.92527, 0.53674], [1.11912, 1.03984, -0.04005], [0.00169, 0.05846, 0.13213], [-0.94346, -0.05248, -1.03894], [-0.23398, -0.28794, -2.23816], [-0.41812, -0.18251, 1.54133], [0.35517, -1.17941, 0.82513], [0.92062, 1.88690, -0.72539], [-1.47742, 0.89313, -1.18459], [-1.68537, -0.83711, -0.83749], [0.22745, -1.13148, -2.13937], [-1.45418, -0.43927, 1.75253], [0.07759, 0.41214, 2.30693], [1.33345, -1.10552, 1.10922]], "forces_ev_per_a": [[-0.4116, 0.1103, -0.2375], [0.2663, -0.0209, 0.2122], [0.0393, 0.0660, -0.1644], [-0.1913, 0.1733, 0.3185], [0.1472, -0.2631, -0.0426], [-0.1863, 0.1442, 0.1966], [0.1586, -0.0658, -0.0179], [0.0651, -0.0961, 0.0750], [0.0629, -0.1136, 0.0168], [0.1122, 0.1079, -0.0040], [-0.0621, 0.0942, -0.0763], [0.1535, 0.0078, -0.1001], [-0.0460, -0.1240, -0.1280], [-0.1077, -0.0202, -0.0484]], "nbo_charge": [-0.54, 0.44, -0.10, -0.06, -0.71, -0.22, -0.57, 0.13, 0.19, 0.18, 0.47, 0.20, 0.21, 0.37], "orbital_gap_ev": 10.93, "largest_force_ev_per_a": 0.488, "homo_ha": -0.3700, "total_charge": 0, "relative_energy_ev": 2.202, "total_energy_ha": -361.7999, "smiles": "O=C[C@]1(CO)CN1", "spin_multiplicity": 1}

(2)
{"formula": "C4H11N3O2", "method": "the ωB97M-V functional and the def2-TZVPD basis", "symbols": ["H", "N", "C", "N", "N", "C", "H", "H", "H", "H", "H", "H", "C", "C", "O", "O", "H", "H", "H", "H"], "coordinates": [[-0.14644, 2.53711, 1.63283], [-0.19769, 1.75723, 1.00899], [-0.95991, 1.56627, 0.01356], [-2.01371, 2.39773, -0.29934], [-0.75163, 0.52597, -0.83445], [-1.80604, -0.05168, -1.68838], [-2.58752, 2.17655, -1.08200], [-2.29047, 3.14476, 0.30224], [-0.26214, -0.23603, -0.37807], [-1.99987, -1.08666, -1.43846], [-1.52227, 0.15597, -2.71240], [-2.75629, 0.42416, -1.47264], [2.79160, -2.38192, 0.76391], [1.64249, -1.43374, 0.75148], [0.47980, -1.74917, 0.58979], [1.94803, -0.21006, 1.14874], [3.66741, -1.90856, 1.20926], [3.04617, -2.76283, -0.21401], [2.56554, -3.22550, 1.42135], [1.15295, 0.36040, 1.27761]], "forces_ev_per_a": [[-0.8722, 0.5203, -0.3744], [1.9696, -1.7216, 0.6885], [-1.1261, 1.6577, 0.4557], [0.2298, -0.2756, -0.3616], [-0.4003, -1.3986, -0.2174], [0.1339, 1.2189, 0.6291], [-0.2494, 0.2269, -0.1726], [0.1219, 0.0278, 0.1524], [0.3522, 0.2345, 0.1512], [0.4776, -0.3462, -0.2884], [-0.2886, -0.5288, -0.3587], [-0.2509, 0.1154, -0.1907], [0.7407, -0.1043, 0.5567], [-1.0024, 0.4130, 1.2982], [0.0100, -0.4995, -0.7311], [1.0611, 0.0089, -0.0218], [-0.0314, 0.1263, -0.2766], [-0.0909, -0.0619, -0.2997], [-0.3104, 0.0346, -0.2641], [-0.4743, 0.3522, -0.3746]], "nbo_charge": [0.37, -0.88, 0.61, -0.84, -0.63, -0.42, 0.38, 0.40, 0.43, 0.22, 0.20, 0.18, -0.72, 0.80, -0.65, -0.70, 0.23, 0.24, 0.24, 0.53], "orbital_gap_ev": 9.72, "largest_force_ev_per_a": 2.705, "homo_ha": -0.3234, "total_charge": 0, "relative_energy_ev": 0.466, "total_energy_ha": -473.7856, "smiles": "[H]/N=C(\\N)NC.CC(=O)O", "spin_multiplicity": 1}